Formula: C3H3N5
Source: the Open Molecules 2025 dataset
Level of theory: the ωB97M-V functional and the def2-TZVPD basis

Element x y z (Å)
N 1.3574 0.2733 0.9718
N -0.1328 -1.5666 0.5840
N -1.2833 -0.8242 0.6862
N -0.0623 0.8487 -2.0007
N 0.5930 1.1440 0.4101
C -0.3485 0.6465 -0.7676
C 0.9734 -1.0705 0.7039
C -1.5201 0.1977 0.0068
H -2.4662 0.8416 0.3557
H 1.8207 -1.6163 1.1366
H 1.0688 1.1259 -2.0868

strongest force on any atom	0.12525	hartree/bohr
LUMO level	-0.85	eV
HOMO level	-0.35304	Eh
energy relative to the best compared isomer or geometry (same formula, charge and spin)	4.498	eV
Kohn-Sham gap	8.76	eV
SMILES string	[H]/N=c1/cnncnn1
E	-389.7034	a.u.